[1]
The following is a quantum chemistry calculation of a molecular structure, C41H55N2PSiY in a non-equilibrium geometry, from OMol25.

Properties
Gap between HOMO and LUMO (eV): 7.5
E (eV): -64594.7900
Net charge: +1
Highest occupied orbital energy (eV): -9.73

Positions of all 101 atoms, in Å:
Y (0.030, 0.207, 0.482)
C (0.866, -1.543, -2.905)
C (2.362, -1.516, -2.603)
C (3.156, -1.170, -3.868)
P (2.580, -0.293, -1.164)
C (4.136, -0.681, -0.170)
C (5.394, -1.189, -0.866)
C (4.241, 0.474, 0.836)
C (2.799, 1.380, -1.840)
C (3.952, 1.788, -2.510)
C (4.108, 3.128, -2.864)
C (5.466, 3.570, -3.367)
C (3.019, 3.963, -2.794)
C (1.806, 3.591, -2.206)
C (1.696, 2.231, -1.683)
N (0.662, 1.886, -0.822)
C (-0.469, 2.627, -0.575)
C (-1.427, 2.990, -1.589)
C (-1.177, 2.698, -2.998)
C (-2.547, 3.761, -1.320)
C (-2.755, 4.215, -0.015)
C (-3.867, 5.186, 0.345)
C (-1.885, 3.834, 0.969)
C (-0.694, 3.059, 0.720)
C (0.216, 2.822, 1.897)
H (0.625, -2.395, -3.609)
H (0.536, -0.663, -3.408)
H (0.300, -1.674, -1.962)
H (2.623, -2.495, -2.196)
H (2.747, -0.266, -4.299)
H (3.025, -1.965, -4.568)
H (4.202, -1.025, -3.603)
H (3.737, -1.507, 0.365)
H (6.057, -0.468, -1.299)
H (5.250, -1.949, -1.638)
H (5.987, -1.741, -0.109)
H (4.685, 1.368, 0.431)
H (4.946, 0.045, 1.611)
H (3.292, 0.733, 1.285)
H (4.747, 1.115, -2.558)
H (5.826, 4.459, -2.855)
H (5.430, 3.778, -4.439)
H (6.274, 2.909, -3.200)
H (3.010, 5.017, -3.118)
H (0.968, 4.213, -2.253)
H (-0.707, 3.578, -3.508)
H (-2.050, 2.501, -3.627)
H (-0.471, 1.886, -3.125)
H (-3.134, 4.203, -2.138)
H (-3.515, 5.983, 1.051)
H (-4.691, 4.658, 0.861)
H (-4.252, 5.799, -0.480)
H (-2.184, 4.167, 1.988)
H (1.217, 2.556, 1.549)
H (-0.119, 2.077, 2.600)
H (0.272, 3.733, 2.439)
C (0.608, -0.974, 2.331)
Si (-0.774, -2.160, 2.354)
C (-2.350, -1.061, 2.016)
N (-2.431, -0.274, 0.736)
C (-3.562, 0.800, 0.823)
C (-4.916, 0.275, 0.457)
C (-4.873, -0.111, -1.016)
C (-3.430, -0.464, -1.423)
C (-2.701, -1.186, -0.342)
C (-1.075, -2.710, 4.110)
C (-2.265, -3.196, 4.564)
C (-2.471, -3.556, 5.861)
C (-1.485, -3.370, 6.799)
C (-0.290, -2.832, 6.384)
C (-0.064, -2.642, 5.075)
C (-0.661, -3.527, 1.047)
C (0.635, -3.705, 0.512)
C (0.879, -4.708, -0.383)
C (-0.192, -5.480, -0.866)
C (-1.478, -5.289, -0.420)
C (-1.728, -4.305, 0.578)
H (1.534, -1.544, 2.545)
H (0.357, -0.424, 3.240)
H (-2.241, -0.415, 2.915)
H (-3.322, -1.574, 2.176)
H (-3.348, 1.611, 0.174)
H (-3.388, 1.189, 1.844)
H (-5.715, 1.029, 0.617)
H (-5.123, -0.600, 1.133)
H (-5.279, 0.685, -1.655)
H (-5.560, -0.968, -1.173)
H (-2.832, 0.431, -1.713)
H (-3.404, -1.010, -2.360)
H (-1.713, -1.573, -0.727)
H (-3.281, -2.037, -0.010)
H (-3.102, -3.318, 3.851)
H (-3.399, -3.966, 6.203)
H (-1.656, -3.430, 7.863)
H (0.507, -2.630, 7.092)
H (0.930, -2.295, 4.819)
H (1.423, -3.023, 0.801)
H (1.906, -4.817, -0.789)
H (-0.028, -6.296, -1.542)
H (-2.233, -5.973, -0.781)
H (-2.712, -4.225, 1.004)

Forces on the atoms, in the same order (eV/Å):
-0.4 0.8 -1.5
-0.1 -1.7 -0.1
-0.2 1.0 0.4
-0.1 0.1 1.3
0.0 -0.4 0.0
-1.3 0.8 -1.4
0.5 -0.9 0.8
1.9 -1.5 0.6
-0.7 -0.8 -0.5
-1.5 1.7 1.1
1.6 -1.2 -0.5
-0.8 1.2 -0.4
-1.9 1.4 0.6
1.9 -3.4 -0.2
0.1 2.8 0.3
0.7 -1.7 -0.4
-0.6 1.1 -1.1
-0.6 0.4 0.4
0.9 0.3 -2.0
0.7 0.5 0.4
-0.6 0.8 -0.1
0.0 0.7 0.7
0.6 -0.7 0.9
-2.5 0.9 1.2
0.5 -0.3 -1.3
0.2 0.7 0.9
-0.2 1.0 -0.3
0.0 -0.2 -0.5
0.3 0.0 0.0
0.1 0.3 -0.1
0.2 -0.6 -0.6
0.1 0.0 -0.4
-0.2 -1.0 0.8
0.2 0.8 -0.1
-0.6 0.1 0.0
-0.1 0.4 -0.2
0.2 0.3 -0.3
-0.8 0.9 -0.4
-0.3 -0.1 0.2
1.3 -0.9 -0.3
-0.4 0.4 -0.1
0.1 0.1 0.1
0.5 -1.3 0.2
0.6 -0.6 -0.1
-1.0 1.0 0.3
-0.2 -0.6 0.4
-0.2 -0.1 0.5
0.1 -0.3 -0.1
0.1 -0.6 0.3
0.0 -0.9 -0.3
0.2 0.3 -0.4
0.0 -0.7 -0.1
0.8 -0.3 -0.6
0.1 0.1 0.1
-0.4 -0.5 0.4
0.3 0.8 0.7
1.1 -0.8 0.3
-1.3 -0.6 0.1
-0.1 0.0 0.5
-0.6 1.3 1.6
1.7 -0.4 1.5
-0.6 -0.6 1.1
-0.4 -0.6 -0.5
0.0 0.8 -1.6
1.0 -0.5 -1.1
1.1 -0.3 -0.1
-1.9 -0.4 -1.6
-0.4 -0.5 1.3
-0.1 0.9 0.6
0.5 -0.8 1.7
1.0 1.3 -1.9
0.1 0.6 0.1
-0.8 0.2 0.3
0.5 -0.4 -1.3
0.7 0.1 0.3
-0.1 0.8 1.2
1.1 -0.9 -0.7
-0.2 0.5 -0.1
0.2 0.3 0.3
-0.2 0.2 -0.6
0.5 0.0 -0.1
0.6 0.7 -0.7
-0.7 -0.1 -0.4
0.6 -0.4 0.2
-0.2 0.7 -0.7
0.3 -0.1 0.2
0.5 0.3 -0.1
-0.5 -0.1 0.4
-0.2 -0.5 0.0
-0.8 -0.1 0.1
0.0 -0.5 0.1
0.4 0.1 0.4
-0.5 -0.1 -0.1
-0.2 -0.5 0.0
-0.1 -0.1 0.0
0.0 0.1 -0.3
0.2 -0.1 0.2
-0.8 -0.2 0.3
0.3 -0.1 -0.4
-0.3 0.2 0.1
-0.3 0.2 0.1



[2]
The following is a quantum chemistry calculation of 11 unconnected molecules or ions with the total composition C41H57BN10OP, from OMol25.

Properties
Gap between HOMO and LUMO (eV): 5.5
E (eV): -70354.0379
Net charge: -1
Highest occupied orbital energy (eV): -3.85

Positions of all 111 atoms, in Å:
B (-1.334, -5.561, 3.944)
P (-1.343, -4.566, 2.284)
C (0.136, -3.442, 2.437)
O (-2.564, -3.369, 2.519)
H (-0.205, -6.033, 4.039)
H (-1.592, -4.793, 4.860)
H (-2.177, -6.438, 3.836)
H (0.668, -3.599, 3.388)
H (-0.189, -2.391, 2.404)
H (0.834, -3.617, 1.604)
H (-3.061, -3.381, 1.714)
N (-2.319, -1.194, 0.475)
C (-2.949, 0.009, 0.595)
C (-3.154, 0.508, -0.671)
C (-2.606, -0.432, -1.586)
C (-2.087, -1.463, -0.842)
H (-2.051, -1.810, 1.235)
H (-3.209, 0.402, 1.564)
H (-3.651, 1.434, -0.915)
H (-2.606, -0.371, -2.663)
H (-1.584, -2.372, -1.134)
N (3.880, -5.216, -0.694)
C (4.452, -6.326, -0.131)
C (3.479, -6.980, 0.582)
C (2.274, -6.234, 0.441)
C (2.552, -5.160, -0.359)
H (4.351, -4.545, -1.271)
H (5.497, -6.549, -0.271)
H (3.614, -7.881, 1.158)
H (1.311, -6.457, 0.874)
H (1.920, -4.360, -0.706)
N (3.503, 0.605, 1.845)
C (3.169, 1.923, 2.022)
C (1.806, 2.026, 1.928)
C (1.299, 0.720, 1.681)
C (2.369, -0.134, 1.638)
H (4.433, 0.232, 1.887)
H (3.923, 2.669, 2.214)
H (1.228, 2.931, 2.037)
H (0.265, 0.441, 1.561)
H (2.409, -1.201, 1.503)
N (5.244, -2.123, -2.652)
C (4.459, -1.036, -2.371)
C (4.178, -0.410, -3.555)
C (4.821, -1.146, -4.590)
C (5.469, -2.197, -4.001)
H (5.623, -2.752, -1.968)
H (4.160, -0.805, -1.361)
H (3.568, 0.472, -3.667)
H (4.803, -0.927, -5.645)
H (6.063, -2.990, -4.425)
N (0.047, 4.145, -0.021)
C (-1.093, 3.427, 0.209)
C (-1.806, 4.079, 1.182)
C (-1.058, 5.232, 1.553)
C (0.080, 5.245, 0.789)
H (0.767, 3.882, -0.669)
H (-1.300, 2.512, -0.323)
H (-2.752, 3.757, 1.586)
H (-1.320, 5.974, 2.290)
H (0.901, 5.940, 0.759)
N (-3.014, 8.396, 2.149)
C (-2.523, 9.635, 2.463)
C (-2.138, 10.236, 1.294)
C (-2.405, 9.321, 0.236)
C (-2.948, 8.197, 0.798)
H (-3.373, 7.726, 2.804)
H (-2.486, 9.980, 3.483)
H (-1.706, 11.220, 1.207)
H (-2.210, 9.468, -0.814)
H (-3.274, 7.270, 0.360)
N (-4.797, -2.922, -2.780)
C (-5.163, -3.669, -3.864)
C (-6.200, -3.023, -4.487)
C (-6.467, -1.839, -3.743)
C (-5.582, -1.810, -2.696)
H (-4.058, -3.141, -2.133)
H (-4.660, -4.592, -4.101)
H (-6.708, -3.361, -5.375)
H (-7.218, -1.095, -3.954)
H (-5.436, -1.097, -1.902)
N (1.190, -8.758, -1.412)
C (1.142, -10.042, -0.948)
C (-0.072, -10.574, -1.299)
C (-0.787, -9.563, -1.998)
C (0.019, -8.456, -2.045)
H (1.949, -8.113, -1.262)
H (1.968, -10.467, -0.403)
H (-0.415, -11.569, -1.065)
H (-1.785, -9.634, -2.399)
H (-0.150, -7.476, -2.461)
N (6.262, 3.909, -4.268)
C (5.882, 5.051, -4.920)
C (4.705, 4.788, -5.570)
C (4.364, 3.434, -5.299)
C (5.345, 2.919, -4.493)
H (7.089, 3.810, -3.708)
H (6.473, 5.949, -4.864)
H (4.149, 5.488, -6.172)
H (3.498, 2.901, -5.655)
H (5.466, 1.938, -4.064)
N (-3.194, 6.052, 5.440)
C (-3.130, 5.043, 6.362)
C (-3.650, 5.514, 7.537)
C (-4.042, 6.863, 7.318)
C (-3.747, 7.166, 6.015)
H (-2.873, 5.974, 4.492)
H (-2.723, 4.080, 6.104)
H (-3.739, 4.954, 8.454)
H (-4.488, 7.533, 8.033)
H (-3.888, 8.079, 5.459)

Forces on the atoms, in the same order (eV/Å):
-0.1 -0.1 0.1
0.1 0.0 -0.2
0.3 0.1 0.1
0.4 0.2 0.4
0.0 0.0 -0.1
0.1 0.0 0.0
0.1 0.0 0.1
-0.1 0.0 -0.2
0.1 -0.2 0.0
-0.1 0.1 0.2
-0.7 -0.1 -0.5
0.3 0.0 0.0
-0.1 -0.1 -0.1
0.0 0.0 0.0
0.1 0.0 0.0
-0.1 -0.1 0.0
-0.1 0.1 0.2
0.0 0.0 0.0
0.0 0.0 0.0
0.0 0.0 0.0
0.0 0.0 0.0
0.0 0.0 0.0
0.0 0.0 0.0
0.0 0.1 0.0
-0.1 -0.1 0.0
0.0 0.1 0.0
-0.1 -0.1 -0.1
0.0 0.0 0.0
0.0 0.0 0.0
0.0 0.0 0.0
0.0 0.0 0.0
0.0 0.0 0.0
0.0 0.0 0.0
0.0 0.1 0.0
0.0 0.0 0.0
-0.1 0.0 0.0
0.0 0.0 0.0
0.0 0.0 0.0
0.0 -0.1 0.0
0.0 0.0 0.0
0.0 0.0 0.0
0.0 -0.1 0.0
0.0 0.0 0.0
0.0 0.0 0.0
0.0 0.0 0.0
0.0 0.0 0.0
0.1 0.1 0.0
0.0 0.0 0.0
0.0 0.0 0.0
0.0 0.0 0.0
0.0 0.0 0.0
-0.1 0.0 -0.1
0.0 0.0 0.0
0.0 0.0 0.0
0.0 0.0 0.0
0.0 0.0 0.0
0.0 0.0 0.0
0.0 0.0 0.1
0.0 0.0 0.0
0.0 0.0 0.0
0.0 0.0 0.0
0.0 0.0 0.0
0.0 0.0 0.0
0.0 0.0 0.0
0.0 0.0 0.1
0.0 0.0 -0.1
-0.1 0.1 0.0
0.0 0.0 0.0
0.0 0.0 0.0
0.0 0.0 0.0
0.0 0.0 0.0
0.0 0.0 0.0
0.0 0.0 0.0
0.0 0.0 0.0
0.0 -0.1 0.0
0.0 0.1 0.0
0.0 0.0 0.0
0.0 0.0 0.0
0.0 0.0 0.0
0.0 0.0 0.0
0.0 0.0 0.0
0.0 0.0 -0.1
0.0 0.0 0.0
0.0 0.0 0.0
0.0 0.0 0.0
0.0 0.0 0.0
-0.1 0.0 0.1
0.0 0.0 0.0
0.0 0.0 0.0
0.0 0.0 0.0
0.0 0.0 0.0
0.0 0.0 0.0
0.0 0.0 0.0
0.0 0.0 0.0
0.0 0.0 0.0
0.0 0.0 0.0
0.0 0.0 0.0
0.0 0.0 0.0
0.0 0.0 0.0
0.0 0.0 0.0
0.0 0.0 0.0
0.0 0.0 0.0
0.0 0.0 0.0
0.0 0.0 0.0
0.0 0.0 0.0
0.0 0.0 -0.1
0.0 0.0 0.0
0.0 0.0 0.0
0.0 0.0 0.0
0.0 0.0 0.0
0.0 0.0 0.0